This record from the Open Molecules 2025 dataset describes C34H38BEuF4N7O8S3 as an isolated structure. The level of theory is ωB97M-V/def2-TZVPD.

Its spin multiplicity is 7. The calculation puts the relative energy (zero: lowest compared OMol25 entry of this formula, charge and spin) at 0.0 kcal per mole. Its charge is -1.

Structure (XYZ):
```
96
Properties=species:S:1:pos:R:3:mulliken_charge:R:1
H 2.193 -1.406 -6.565 0.43
H 0.639 2.974 1.849 0.05
C -2.159 -0.150 1.932 0.00
C 0.895 2.194 3.877 0.38
C -1.628 -2.115 1.026 -1.10
S -2.824 -1.264 3.074 -0.35
C -3.315 -1.267 -2.795 -0.73
C -0.037 -0.595 -3.628 0.12
H -0.325 -1.359 -6.770 0.45
C 2.959 2.449 0.527 0.40
H -3.079 -1.339 -4.917 0.54
C 1.024 3.504 4.379 0.81
C -1.944 -4.196 -0.283 -0.31
H 1.180 5.618 4.062 0.39
H 4.336 0.463 -2.689 0.64
H -4.524 -3.344 -5.181 0.31
H -5.613 -5.169 -4.053 0.21
C 1.351 2.822 8.103 -1.51
H -5.895 -5.181 -2.408 0.22
H -3.773 -1.374 -0.713 0.44
H -2.820 -4.563 0.229 0.42
S -2.319 0.183 -2.568 1.22
C -0.094 -3.764 -1.795 0.49
C 2.054 -0.959 -4.453 -0.18
C 1.179 2.598 6.623 0.80
O 1.472 1.991 -2.468 -0.42
H 1.266 4.685 6.145 0.33
N 3.176 0.455 -0.937 0.95
C -3.934 -1.825 -1.685 0.04
C -4.751 -2.934 -1.828 -0.93
C 0.173 -1.149 -5.827 -0.54
C -3.540 -1.807 -4.059 -0.43
H 1.114 1.922 8.670 0.36
H -3.178 1.449 2.903 0.74
C 0.731 2.053 2.429 -0.76
H 3.344 -1.379 -1.919 0.07
F -0.911 4.523 0.613 -0.26
C 1.162 3.679 5.748 -1.05
C 2.788 1.949 -2.971 -0.73
C 2.634 -1.768 0.040 0.50
H 4.521 1.880 -1.680 0.48
N -1.524 -0.728 0.951 1.67
C 1.552 -1.188 -5.723 -1.05
F -2.787 3.548 -0.294 -0.32
N -0.624 -0.871 -4.804 -0.34
H 2.730 1.486 -3.952 0.45
C 3.584 1.071 0.333 -0.82
O -2.621 1.078 -3.643 -0.79
H -2.399 -3.597 2.444 0.58
C -2.472 1.305 2.087 -0.71
C 0.836 -0.343 4.255 -0.88
H 0.199 4.810 2.836 0.23
Eu 0.357 0.507 -0.634 0.55
H 1.617 -0.572 3.529 0.13
C 0.929 1.082 4.741 0.94
H 0.709 3.632 8.454 0.37
H 1.667 -3.036 -2.696 -0.33
C -1.271 -3.034 -0.072 -0.47
C 1.082 4.709 3.468 -1.50
C 1.003 -3.888 -2.804 -0.72
C -4.950 -3.506 -3.082 1.11
H -5.240 -3.365 -0.961 0.32
C 3.516 -0.967 -0.924 -0.44
H 1.942 4.638 2.795 0.28
H 0.924 -1.030 5.098 0.44
F -0.835 2.311 -0.047 0.94
H 3.125 -1.022 -4.263 0.32
C -4.346 -2.921 -4.197 -0.84
N 1.295 -0.683 -3.408 0.57
H 2.384 3.101 8.328 0.30
H 0.615 -3.917 -3.825 0.30
C 3.786 1.173 -2.069 -1.16
O -2.550 0.603 -1.204 -0.54
N -0.757 -0.250 -2.525 0.11
C -2.248 -2.571 2.145 -0.23
C 1.065 1.314 6.104 -1.07
H 1.088 0.464 6.779 0.30
B -1.407 3.673 -0.380 -0.09
O 1.528 -1.208 0.358 -0.30
H 3.152 2.967 -3.112 0.39
N -5.790 -4.615 -3.233 -0.61
S -1.240 -5.059 -1.574 -0.36
H 4.671 1.146 0.422 0.39
H 3.216 0.450 1.152 0.24
O 3.530 3.257 1.255 -0.81
H -1.589 1.906 2.285 -0.32
N -0.252 -2.789 -0.963 0.49
H 1.573 -4.798 -2.619 0.53
O 0.718 0.984 1.838 0.50
H -2.902 1.680 1.158 -0.01
F -0.951 3.982 -1.645 -0.35
H -0.104 -0.536 3.737 -0.04
H 4.561 -1.143 -0.653 0.31
O 3.039 -2.866 0.403 -0.84
O 1.815 2.602 -0.035 -0.78
H 1.526 2.541 -1.651 0.47
```